# 1
Formula: C28H53Br14ClO4P2
Source: OMol25
Level of theory: ωB97M-V with the def2-TZVPD basis set

Calculated values
- Gap between HOMO and LUMO: 8.0 eV
- E_LUMO: 0.2 eV
- SMILES string: CCCC[C@@]1(CC(=O)Cl)OC(=O)[C@@H](P(C)O)[C@@H]1P(C)CC.BrCCBr.BrCCBr.BrCCBr.BrCCBr.BrCCBr.BrCCBr.BrCCBr

The geometry in XYZ format:
```
102
C28H53Br14ClO4P2 (ωB97M-V with the def2-TZVPD basis set)
Br 3.5700 -4.0717 -6.2734
Br -1.1157 -2.9665 -4.8108
Br 5.2392 4.6965 -2.9020
Br -4.2481 -0.5831 -10.5863
Br -3.9460 -0.6595 -5.0313
Br 2.7934 -3.2057 2.6366
Br 4.8890 -0.1848 2.9307
Br 2.4147 7.0612 -3.0335
Br -6.1276 -3.0507 -8.5956
Br 1.2049 -4.5254 6.7751
Br -1.6346 -6.6218 5.7144
Br 2.5634 -0.5520 -5.8125
Br -3.1323 -2.2279 7.1410
Br -0.3003 -0.1218 8.1842
Cl -1.8778 3.4664 1.9483
P 0.8204 0.3756 3.0989
P 2.9752 2.3665 0.2970
O -2.9334 1.4625 3.0862
O 3.4832 2.8061 1.8431
O 1.7825 -0.2281 -1.5429
O 0.0349 -0.3342 -0.0986
C -2.4617 -1.8404 8.9268
C 4.5301 -1.5810 4.2388
C -2.4893 -0.9595 -6.2868
C -2.1311 -2.4162 -6.3784
C 2.7549 -1.9752 -4.4975
C -1.7280 1.9189 -3.2396
C 3.9414 -2.8498 -4.8015
C 0.7597 1.7212 4.4235
C 1.8148 0.9493 0.6310
C 1.3087 0.0614 -0.5278
C -2.3501 1.7266 2.1344
C -6.2712 -1.1093 -8.6314
C -1.3546 1.0007 -2.0133
C 2.0358 3.8766 -0.2645
C -2.0216 0.6874 1.0410
C -0.9585 -6.2560 7.5025
C 4.1320 5.2306 -4.4110
C -0.5272 -0.8361 3.5121
C 4.4703 -2.9386 3.5882
C -2.0222 -0.4062 9.0481
C -0.5699 0.8301 0.4767
C -6.1143 -0.5708 -10.0281
C 3.7971 6.6974 -4.3567
C -1.1343 3.3537 -3.1870
C 0.5020 1.3131 1.4887
C -0.5152 -4.8237 7.6382
C -0.7956 1.7638 -0.7987
C -0.1014 -1.5130 4.8650
H 4.4974 -3.7229 4.3433
H -2.8549 -0.5916 -7.2454
H -1.6603 -0.3387 -5.9570
H 4.7279 5.0072 -5.2946
H -2.7875 0.8479 0.2613
H -0.1611 -6.9691 7.6921
H -0.6673 -1.6169 2.7449
H 5.3598 -1.5315 4.9426
H -1.4660 3.9062 -4.0882
H 0.9841 3.8910 0.0868
H -2.8239 1.9487 -3.3408
H 2.3405 0.2170 1.2802
H -1.2188 -4.1182 7.1995
H 4.6500 7.3208 -4.1041
H 1.8147 -2.5195 -4.4833
H -1.4761 -2.5931 -7.2302
H 1.8020 1.8149 4.7765
H -5.5263 -0.7242 -7.9396
H 3.6094 -1.3076 4.7485
H 0.1465 1.4345 5.2922
H -7.2659 -0.8908 -8.2464
H 3.3768 7.0286 -5.3053
H 2.5267 4.7368 0.2165
H 0.9467 -1.8388 4.7384
H 4.2112 2.2223 2.1018
H -2.7217 0.2954 8.6024
H -1.5222 -0.3908 3.7018
H 2.0932 3.8822 -1.3616
H -1.3086 1.4444 -4.1468
H -3.2972 -2.0432 9.5952
H -2.9938 -3.0732 -6.4469
H 0.6075 2.3922 1.6764
H -1.8642 -0.1417 10.0927
H -1.6615 -2.5480 9.1265
H -0.0881 -0.7454 5.6612
H -2.2585 0.4226 -1.7536
H 3.2527 4.5923 -4.4000
H 0.0900 2.3680 -1.0488
H -1.7933 -6.4616 8.1711
H -1.5847 2.4772 -0.4894
H 0.4586 2.6873 3.9891
H -0.6305 0.2616 -2.3977
H -0.3537 -4.5709 8.6860
H 4.1693 -3.4908 -3.9512
H -6.4169 0.4745 -10.0704
H -2.1788 -0.3320 1.4241
H -1.5417 3.8968 -2.3203
H 4.8287 -2.2861 -5.0749
H -0.0332 3.3485 -3.2247
H -6.6711 -1.1366 -10.7695
H -0.7808 -2.3255 5.1524
H 5.2695 -3.1014 2.8704
H 2.8898 -1.4650 -3.5443
```

Mulliken population analysis, charges in e, atoms 1 to 99:
1. Br -0.168
2. Br -0.142
3. Br -0.119
4. Br -0.149
5. Br -0.144
6. Br -0.106
7. Br -0.112
8. Br -0.136
9. Br -0.123
10. Br -0.097
11. Br -0.140
12. Br -0.151
13. Br -0.153
14. Br -0.119
15. Cl -0.193
16. P 0.686
17. P -0.008
18. O -0.438
19. O -0.542
20. O -0.589
21. O -0.478
22. C -0.403
23. C -0.468
24. C -0.518
25. C -0.547
26. C -0.014
27. C 0.073
28. C -0.580
29. C -1.209
30. C 0.619
31. C -0.003
32. C 0.325
33. C -0.454
34. C -0.501
35. C -0.757
36. C -1.107
37. C -0.685
38. C -0.577
39. C -0.522
40. C -0.639
41. C -0.627
42. C 1.002
43. C -0.564
44. C -0.550
45. C -1.313
46. C -0.515
47. C -0.038
48. C -0.805
49. C -0.383
50. H 0.354
51. H 0.284
52. H 0.332
53. H 0.347
54. H 0.473
55. H 0.416
56. H 0.512
57. H 0.404
58. H 0.461
59. H 0.325
60. H 0.332
61. H 0.030
62. H -0.183
63. H 0.369
64. H 0.092
65. H 0.362
66. H 0.322
67. H 0.216
68. H 0.204
69. H 0.343
70. H 0.337
71. H 0.341
72. H 0.450
73. H -0.033
74. H 0.199
75. H 0.410
76. H 0.208
77. H 0.073
78. H -0.150
79. H 0.384
80. H 0.374
81. H 0.876
82. H 0.351
83. H 0.189
84. H -0.181
85. H 0.206
86. H 0.313
87. H -0.384
88. H 0.381
89. H 0.499
90. H 0.377
91. H 0.272
92. H 0.327
93. H 0.368
94. H 0.346
95. H 0.524
96. H 0.294
97. H 0.415
98. H 0.237
99. H 0.388

# 2
Formula: C28H53N2O5S
Source: OMol25
Level of theory: ωB97M-V with the def2-TZVPD basis set

Calculated values
- Gap between HOMO and LUMO: 7.3 eV
- Total charge: +1
- E_LUMO: -3.2 eV

The geometry in XYZ format:
```
89
C28H53N2O5S (ωB97M-V with the def2-TZVPD basis set)
S -3.1422 0.8172 -0.3155
O 7.9131 -1.3361 0.1673
O -7.8998 1.0846 1.1529
O 3.7863 -0.3242 2.0308
O -1.9846 2.0061 -2.9563
O 4.1032 1.0750 0.3743
N -5.8244 -0.5828 2.2892
N 5.9568 -2.7371 1.7718
C -1.4850 -1.2841 0.3261
C 9.1585 -1.9684 -0.0646
C 1.6316 -1.4232 2.4817
C -6.7481 1.6683 1.7118
C -4.4824 0.4484 -1.4025
C -4.3446 0.1660 -2.6808
C -1.0467 2.0236 -4.0453
C 1.4595 2.0332 -3.5632
C 6.7936 -1.9441 -0.4368
C -1.2900 4.1507 -1.9514
C -6.0116 0.8008 2.7408
C 2.6977 1.8290 2.0603
C 2.8738 -1.3715 1.5989
C 6.1800 -3.0980 0.3691
C 1.4227 -0.7707 -3.1752
C 6.9731 -4.3982 0.2993
C 2.6414 1.3605 -3.2041
C -1.5668 2.6683 -1.7841
C 0.2390 -0.0924 -3.5292
C 3.5828 0.8434 1.3824
C 0.4267 -2.1069 1.8368
C 0.2403 1.3230 -3.7156
C 0.0223 -1.4900 0.4859
C -1.7956 -0.2701 -0.7832
C 2.6270 -0.0435 -3.0024
C -2.6673 2.5061 -0.7513
C -9.0975 1.2409 1.9001
C -6.6626 0.7818 4.1184
H 9.9307 -1.2064 0.0287
H 9.2042 -2.3942 -1.0713
H -5.4384 0.4692 -0.9071
H -9.2200 0.4505 2.6431
H -5.0170 1.2477 2.8522
H 5.3459 -1.9279 1.8012
H -0.6583 2.2099 -1.3842
H -9.9257 1.1839 1.1968
H -1.5452 1.5119 -4.8607
H -6.9786 2.6576 2.1282
H 6.8388 -2.3970 2.1447
H 3.4245 -2.2966 1.7162
H -2.1519 4.6721 -2.3499
H 3.5340 -0.5567 -2.7278
H -0.9193 0.3157 -1.0263
H -6.7360 -0.9634 2.0489
H -0.6818 -0.6327 -3.6940
H 0.3660 -2.1209 -0.3283
H -3.3913 0.1453 -3.1769
H 5.1964 -3.2897 -0.0770
H 7.0456 -2.2717 -1.4551
H 2.4437 1.5437 3.0694
H -0.9983 4.5711 -0.9949
H -5.3073 -0.5912 1.4140
H 1.7884 1.9359 1.4755
H -5.2154 -0.0651 -3.2707
H -0.8704 3.0449 -4.3681
H -1.9290 -0.9913 1.2736
H 1.4621 3.1008 -3.7205
H 7.2710 -4.6283 -0.7253
H 2.6527 -1.2360 0.5449
H -0.4114 -2.0056 2.5195
H 1.4082 -1.8425 -3.0546
H -9.1241 2.2128 2.3995
H -5.9723 0.3678 4.8514
H 3.2113 2.7822 2.0691
H -7.5570 0.1599 4.1292
H -2.3180 2.9363 0.1821
H 6.0447 -1.1498 -0.5194
H -6.0723 1.8290 0.8620
H -6.9399 1.7867 4.4404
H 9.3632 -2.7549 0.6657
H -0.4439 4.3014 -2.6097
H 0.6331 -3.1663 1.7369
H -2.1019 -0.7564 -1.6982
H 3.5580 1.9081 -3.0749
H 1.9104 -1.9411 3.3935
H -3.5844 3.0144 -1.0258
H 0.5266 -0.5330 0.3677
H -1.9379 -2.2326 0.0569
H 1.3659 -0.4175 2.7866
H 7.8712 -4.3504 0.9140
H 6.3704 -5.2253 0.6727
```

Computed Mulliken charges, given in elementary charges:
1. S 0.457
2. O -0.411
3. O -0.375
4. O -0.477
5. O -0.300
6. O -0.433
7. N -0.642
8. N -0.652
9. C -1.258
10. C -0.670
11. C -0.942
12. C -0.340
13. C 0.027
14. C -0.795
15. C -1.179
16. C -0.405
17. C -0.473
18. C -1.769
19. C 0.574
20. C -1.124
21. C -0.240
22. C 0.688
23. C -0.819
24. C -1.695
25. C -0.807
26. C 0.862
27. C -0.144
28. C 0.826
29. C -1.042
30. C 0.711
31. C -0.207
32. C 0.513
33. C -0.436
34. C -1.293
35. C -0.687
36. C -1.583
37. H 0.265
38. H 0.313
39. H 0.530
40. H 0.240
41. H 0.306
42. H 0.218
43. H 0.047
44. H 0.263
45. H 0.474
46. H 0.514
47. H 0.363
48. H 0.492
49. H 0.423
50. H 0.526
51. H -0.744
52. H 0.337
53. H 0.518
54. H 0.215
55. H 0.032
56. H 0.309
57. H 0.481
58. H 0.381
59. H 0.483
60. H 0.181
61. H 0.124
62. H 0.375
63. H 0.466
64. H 0.640
65. H 0.391
66. H 0.359
67. H 0.152
68. H 0.500
69. H 0.477
70. H 0.320
71. H 0.377
72. H 0.392
73. H 0.309
74. H 0.587
75. H 0.089
76. H -0.083
77. H 0.367
78. H 0.231
79. H 0.372
80. H 0.465
81. H 0.516
82. H 0.445
83. H 0.411
84. H 0.614
85. H 0.309
86. H 0.172
87. H 0.301
88. H 0.293
89. H 0.405

no.,highest occupied orbital energy (eV),maximum force (eV/Å),molar mass (g mol⁻¹)
1,-7.80,4.7,1669.79
2,-10.54,4.1,529.81